# 1
This record from OMol25 describes C56H40CaCl3GeN10O3S5 as an isolated structure at a distorted geometry. The level of theory is ωB97M-V with the def2-TZVPD basis set.

Properties
<S²> = 0.763
2S+1 = 2
Gap between HOMO and LUMO (alpha / beta) = 4.77 / 5.24 eV
Highest occupied orbital energy (alpha / beta) = -7.130 / -7.594 eV
Energy relative to the best compared isomer or geometry (same formula, charge and spin) = 0.0 kJ/mol

```
119
Properties=species:S:1:pos:R:3:forces:R:3:mulliken_spin:R:1
Ca -0.088 0.273 0.076 0.540 -0.207 -1.243 0.0074
O 4.340 -3.338 4.437 0.046 0.457 0.118 0.0000
C 4.203 -2.102 4.491 -0.008 0.006 0.030 0.0000
O 4.644 -1.223 5.260 -0.105 -0.422 -0.214 0.0000
C 3.268 -1.531 3.378 0.119 -0.128 0.155 0.0001
C 2.942 -0.183 3.368 0.068 0.084 -0.047 0.0001
C 2.086 0.289 2.392 0.006 -0.066 -0.047 -0.0009
N 1.558 -0.525 1.466 0.230 -0.258 0.563 0.0015
C 1.849 -1.834 1.474 0.178 0.147 -0.012 -0.0033
C 2.721 -2.364 2.415 -0.009 -0.019 -0.043 -0.0005
C 1.192 -2.658 0.414 -0.023 0.312 -0.179 0.0015
C 1.363 -4.029 0.338 0.006 -0.208 0.002 0.0029
C 0.742 -4.733 -0.685 0.020 0.004 0.035 0.0005
C -0.014 -4.048 -1.618 0.008 -0.165 -0.006 0.0043
C -0.152 -2.682 -1.465 0.124 0.217 0.193 -0.0136
N 0.421 -1.995 -0.474 -0.032 -0.795 0.160 0.0045
C 1.606 1.704 2.364 -0.261 -0.070 -0.064 0.0004
C 2.150 2.694 3.175 0.173 0.127 0.054 0.0000
C 1.554 3.941 3.211 0.000 -0.023 -0.004 0.0000
C 0.422 4.184 2.443 0.099 0.104 0.067 0.0000
C -0.033 3.170 1.627 0.130 -0.295 0.012 -0.0007
N 0.546 1.963 1.576 0.177 0.583 0.610 0.0008
H 3.371 0.435 4.146 0.012 -0.065 -0.012 0.0000
H 3.006 -3.408 2.449 -0.036 0.049 0.057 0.0000
H 1.960 -4.554 1.070 0.006 0.045 -0.032 0.0000
H 0.850 -5.808 -0.745 0.039 0.029 -0.024 0.0000
H -0.493 -4.560 -2.442 -0.014 0.039 0.027 0.0000
H -0.735 -2.101 -2.167 -0.002 0.027 -0.037 0.0187
H 3.033 2.492 3.767 -0.078 -0.024 -0.002 0.0000
H 1.962 4.717 3.847 -0.005 -0.024 -0.006 0.0000
H -0.087 5.139 2.472 0.005 -0.033 -0.020 0.0000
H -0.896 3.305 0.985 -0.023 -0.030 -0.019 0.0003
S 1.429 -1.122 -4.030 0.162 0.020 0.341 0.3094
C 2.846 -0.785 -3.170 -0.261 -0.091 -0.778 -0.0277
S 3.184 -0.464 -1.597 0.091 -0.056 -0.009 -0.0034
C 3.867 -0.770 -4.283 0.075 0.076 0.146 0.4175
C 4.570 -1.942 -4.646 -0.025 0.204 0.067 -0.0625
N 5.131 -2.915 -4.922 -0.090 0.157 0.035 0.1865
C 4.027 0.445 -4.994 -0.001 -0.220 0.015 -0.0109
N 4.089 1.474 -5.524 0.049 -0.184 0.119 0.1834
N 0.081 1.182 -1.915 0.208 0.656 -0.961 -0.0199
S 0.433 2.528 -2.320 -0.230 -0.136 -0.360 -0.0014
N -0.516 3.807 -1.776 0.129 0.114 -0.021 0.0000
S -1.997 4.082 -2.010 0.121 -0.049 -0.107 0.0008
N -3.145 3.308 -1.351 -0.061 -0.226 0.073 0.0001
S -3.288 1.796 -0.713 0.168 0.308 -0.030 -0.0017
N -2.161 1.047 -0.193 -0.993 0.344 0.461 -0.0006
C -4.568 2.180 0.467 -0.024 0.110 0.019 0.0000
C -5.456 3.239 0.309 0.033 -0.003 0.013 0.0000
C -6.398 3.475 1.297 -0.045 0.010 -0.033 0.0000
C -6.451 2.656 2.420 0.018 -0.094 0.027 0.0000
C -5.551 1.610 2.571 -0.035 0.072 -0.004 0.0000
C -4.596 1.374 1.593 -0.038 0.056 -0.062 -0.0001
C -4.105 0.933 -2.036 -0.073 -0.182 -0.001 0.0027
C -3.263 0.116 -2.785 0.052 0.109 0.024 -0.0218
C -3.807 -0.646 -3.809 -0.044 0.003 -0.044 -0.0072
C -5.176 -0.602 -4.052 -0.002 -0.035 0.039 0.0000
C -6.000 0.221 -3.294 0.014 -0.002 -0.056 0.0000
C -5.467 1.004 -2.280 0.040 0.041 -0.032 0.0002
C -2.402 4.255 -3.732 0.077 -0.088 -0.071 0.0000
C -1.755 5.250 -4.458 0.005 -0.054 0.002 -0.0003
C -2.008 5.354 -5.813 -0.018 0.005 -0.011 0.0000
C -2.890 4.470 -6.428 -0.010 -0.011 -0.006 0.0000
C -3.534 3.489 -5.688 -0.001 0.004 -0.051 0.0000
C -3.293 3.377 -4.327 -0.067 0.064 0.087 0.0002
C -2.188 5.743 -1.432 -0.120 0.102 0.114 0.0000
C -1.094 6.450 -0.968 0.113 0.007 -0.022 -0.0002
C -1.281 7.761 -0.548 -0.064 0.080 0.027 0.0000
C -2.542 8.338 -0.602 0.012 -0.057 0.024 0.0000
C -3.631 7.609 -1.074 -0.008 0.039 0.013 0.0000
C -3.459 6.302 -1.492 0.014 -0.054 0.006 0.0001
C 2.012 3.192 -1.826 -0.003 0.237 0.027 -0.0042
C 2.144 4.110 -0.791 -0.025 -0.074 -0.081 -0.0002
C 3.411 4.548 -0.437 0.013 -0.040 0.012 0.0002
C 4.526 4.071 -1.117 -0.011 0.004 -0.015 0.0007
C 4.380 3.153 -2.148 0.051 0.038 0.061 0.0061
C 3.119 2.707 -2.507 -0.120 -0.093 0.004 -0.0087
C 0.448 2.769 -4.091 0.283 0.249 -0.053 -0.0186
C -0.261 1.854 -4.848 -0.031 -0.061 0.005 0.0001
C -0.224 1.954 -6.232 0.039 0.044 -0.034 -0.0020
C 0.544 2.939 -6.839 -0.066 -0.093 -0.036 0.0037
C 1.256 3.850 -6.069 0.049 0.040 0.045 -0.0034
C 1.201 3.778 -4.687 -0.113 -0.049 0.032 0.0027
H -5.391 3.875 -0.565 -0.026 -0.047 0.078 0.0000
H -7.091 4.301 1.196 0.024 -0.047 -0.010 0.0000
H -7.202 2.835 3.180 0.051 0.013 -0.012 0.0000
H -5.587 0.977 3.448 -0.007 0.018 -0.012 0.0000
H -3.867 0.583 1.696 -0.036 -0.055 0.008 0.0000
H -2.200 0.105 -2.551 -0.090 -0.052 -0.077 0.0339
H -3.164 -1.283 -4.404 -0.028 0.006 0.021 0.0001
H -5.606 -1.232 -4.820 0.019 0.048 -0.015 0.0000
H -7.066 0.241 -3.480 0.009 -0.007 -0.003 0.0000
H -6.107 1.640 -1.681 0.025 -0.089 -0.012 -0.0001
H -1.064 5.926 -3.966 -0.006 -0.041 -0.049 -0.0001
H -1.511 6.120 -6.395 -0.015 -0.045 0.021 0.0000
H -3.071 4.547 -7.494 -0.002 0.010 0.065 0.0000
H -4.219 2.800 -6.169 0.027 0.049 0.030 0.0000
H -3.794 2.627 -3.732 0.010 0.014 -0.060 -0.0002
H -0.117 5.982 -0.953 -0.094 0.066 -0.005 0.0002
H -0.436 8.332 -0.182 -0.045 -0.030 -0.026 0.0000
H -2.681 9.361 -0.275 0.004 -0.035 -0.018 0.0000
H -4.614 8.062 -1.115 0.056 -0.011 -0.002 0.0000
H -4.292 5.715 -1.867 0.043 0.074 0.023 0.0001
H 1.268 4.475 -0.278 0.022 0.004 0.040 0.0002
H 3.525 5.264 0.367 0.001 -0.015 -0.006 0.0001
H 5.514 4.424 -0.847 -0.029 -0.031 0.012 0.0000
H 5.244 2.775 -2.677 -0.011 0.000 -0.018 -0.0011
H 3.001 2.009 -3.325 0.013 0.079 0.073 -0.0003
H -0.801 1.058 -4.350 0.041 -0.009 -0.011 0.0252
H -0.769 1.238 -6.836 0.035 0.021 0.022 -0.0022
H 0.604 2.985 -7.920 -0.001 0.001 0.062 0.0001
H 1.876 4.600 -6.545 -0.045 -0.035 0.033 -0.0006
H 1.755 4.482 -4.079 0.014 -0.031 -0.036 0.0012
O -1.304 -0.375 2.275 -0.335 2.806 1.664 0.0000
N -1.244 -1.384 1.837 0.197 -2.696 -0.964 0.0001
Cl -3.897 -4.275 -0.837 0.049 0.144 -0.013 0.0000
Ge -3.531 -2.118 -0.489 -0.159 -0.277 -0.110 -0.0001
Cl -5.610 -1.564 0.096 0.111 0.004 -0.040 0.0000
Cl -2.805 -2.454 2.217 -0.453 -0.440 0.310 0.0000
```
Forces are in eV/Å.

***

# 2
This record from OMol25 describes C17H32NOPSn as an isolated structure at a distorted geometry. The level of theory is ωB97M-V with the def2-TZVPD basis set.

Properties
Total charge = +2
Gap between HOMO and LUMO = 5.97 eV
Highest occupied orbital energy = -14.953 eV

```
53
Properties=species:S:1:pos:R:3:forces:R:3:mulliken_charge:R:1
C -2.222 -1.117 -3.483 0.100 -0.128 0.123 -0.8489
C -0.943 -0.606 -3.697 0.085 0.268 0.299 -1.0228
C -0.196 -0.081 -2.623 -0.603 -0.415 -0.641 0.3456
C -0.736 -0.123 -1.344 0.518 0.287 1.160 0.3740
C -2.009 -0.642 -1.117 -0.253 -0.191 -0.650 0.9804
C -2.750 -1.151 -2.191 -0.028 0.218 0.311 -0.9017
C 1.156 0.503 -2.939 0.543 -0.039 -0.563 -1.1114
C 1.758 1.575 -2.016 0.268 -0.147 -0.062 -0.8409
N 0.854 2.095 -0.917 1.795 3.626 -1.548 0.0163
Sn 0.388 0.674 0.391 -1.932 -5.706 -0.096 0.9349
C -2.607 -0.667 0.276 0.496 -0.202 0.332 -1.2999
P -1.924 0.646 1.371 -1.185 -0.507 0.107 0.8481
H -0.513 -0.581 -4.703 -0.237 -0.022 0.289 0.4910
H -3.745 -1.556 -1.993 0.252 0.110 -0.253 0.5007
H -2.814 -1.490 -4.320 0.227 0.077 0.261 0.4455
H -2.399 -1.625 0.786 -0.110 0.250 -0.185 0.4840
H -3.697 -0.515 0.255 0.242 -0.030 0.075 0.6294
H 1.898 -0.312 -3.005 -0.286 0.227 0.028 0.4568
H 1.126 0.939 -3.952 -0.058 -0.258 0.342 0.4616
H 2.676 1.203 -1.536 -0.261 0.181 -0.050 0.3957
C -2.164 0.089 3.069 0.407 0.141 0.367 -1.0932
C -2.968 2.092 1.077 0.284 0.563 0.130 -1.3499
H 2.019 2.479 -2.594 0.043 -0.382 0.220 0.4873
C -0.335 2.778 -1.588 -0.292 0.265 0.270 -0.4481
C 1.645 3.181 -0.225 0.227 0.528 -0.026 -1.0770
H 2.463 1.239 3.996 -2.191 0.705 -3.463 0.2660
H -0.182 3.864 -1.532 -0.019 -0.419 -0.060 0.3310
H -0.401 2.471 -2.635 -0.045 -0.067 0.378 0.3522
H -1.275 2.545 -1.082 0.229 -0.085 -0.157 -0.0087
H 1.625 4.065 -0.875 0.315 -0.200 0.382 0.4489
H 1.191 3.432 0.742 -0.015 0.056 -0.220 0.4323
H 2.683 2.869 -0.063 -0.283 -0.062 -0.020 0.3760
H -3.934 1.923 1.575 0.264 0.014 -0.126 0.4355
H -2.488 2.983 1.509 -0.317 -0.167 -0.111 0.4261
H -3.140 2.254 0.004 0.056 -0.151 0.294 0.4081
H -3.240 -0.028 3.265 0.275 0.044 -0.136 0.4471
H -1.652 -0.872 3.232 -0.137 0.318 -0.110 0.2910
H -1.746 0.836 3.760 -0.195 -0.253 -0.112 0.4199
H 1.957 1.402 3.198 2.158 -0.697 3.417 -0.2995
C 1.238 -2.573 2.831 -0.118 0.141 0.213 -1.4583
C 1.677 -2.291 1.397 1.333 -0.258 1.358 1.1387
C 3.152 -1.924 1.382 0.278 -0.031 -0.079 -1.4978
C 1.455 -3.564 0.591 -0.357 -0.120 -0.730 -1.5552
O 0.933 -1.243 0.819 -1.454 1.817 -0.928 -0.2299
H 1.864 -3.376 3.241 -0.205 0.223 -0.023 0.4561
H 0.195 -2.911 2.873 0.151 0.071 -0.053 0.3290
H 1.355 -1.690 3.470 0.023 -0.079 -0.069 0.3121
H 3.743 -2.748 1.798 -0.016 0.260 -0.100 0.4530
H 3.487 -1.739 0.355 -0.012 -0.052 0.138 0.3374
H 3.328 -1.026 1.985 0.001 -0.107 -0.032 0.3391
H 0.413 -3.901 0.653 0.169 0.128 -0.035 0.3858
H 1.715 -3.425 -0.464 -0.033 0.001 0.154 0.3639
H 2.086 -4.366 0.993 -0.096 0.258 -0.012 0.4427
```
Forces are in eV/Å.

***

# 3
This record from OMol25 describes one molecule with the formula C9H20P2 at a distorted geometry. The level of theory is ωB97M-V with the def2-TZVPD basis set.

Properties
SMILES = CC=P#P(CC(C)C)C(C)C
Gap between HOMO and LUMO = 8.34 eV
Highest occupied orbital energy = -7.967 eV
Energy relative to the best compared isomer or geometry (same formula, charge and spin) = 36.9 kJ/mol

```
31
Properties=species:S:1:pos:R:3:forces:R:3:mulliken_charge:R:1
C 1.844 1.703 -1.518 0.613 0.568 -0.657 0.1323
C 2.787 2.743 -2.005 -2.912 1.793 1.420 -1.2458
C -0.175 -0.793 3.576 -1.233 0.646 1.655 -1.6847
C 1.818 -0.234 2.206 -2.561 -0.024 4.278 -1.6120
C -2.092 -2.011 -1.480 -3.992 -0.882 0.460 -1.6839
C -2.014 0.054 -2.789 1.394 -1.031 1.047 -1.3066
C -0.510 -0.665 1.115 0.820 1.055 0.906 -0.7857
C 0.251 -0.107 2.333 1.659 3.341 -0.965 0.6980
C -1.922 -0.543 -1.431 1.588 1.324 2.926 0.4500
P 0.571 1.865 -0.500 -1.269 0.366 0.511 -0.2642
P 0.041 -0.273 -0.589 -1.606 -0.707 -1.119 -0.1295
H 2.070 0.744 -1.865 0.287 -1.576 -0.530 0.4062
H 3.327 2.548 -2.842 1.248 -1.122 -2.673 0.4126
H 2.241 3.693 -2.182 0.424 -0.354 0.217 0.2967
H 3.495 2.910 -1.259 1.291 0.542 1.466 0.3133
H 0.063 -0.345 4.546 0.652 0.444 -0.362 0.3931
H -1.228 -0.949 3.719 -0.951 0.180 -0.592 0.4242
H 0.191 -1.773 3.631 0.964 -1.586 -0.158 0.4198
H 1.987 -1.230 1.996 1.016 -2.032 -1.051 0.4166
H 2.280 -0.049 3.227 -0.569 -0.138 -1.052 0.4011
H 2.169 0.490 1.596 1.441 1.757 -2.435 0.4285
H -1.363 -2.675 -1.853 1.155 -0.205 -0.946 0.4152
H -2.309 -2.369 -0.482 0.012 -0.285 0.443 0.4462
H -3.127 -2.205 -2.041 2.085 0.142 0.839 0.3813
H -1.211 0.720 -2.916 1.168 0.900 -0.712 0.2991
H -2.880 0.599 -2.915 -2.139 0.795 -0.655 0.3394
H -1.901 -0.840 -3.355 -0.131 0.089 -1.705 0.4011
H -0.316 -1.727 1.245 -1.234 -0.440 -0.302 0.3590
H -1.500 -0.195 1.177 -0.246 -1.264 0.302 0.3815
H 0.098 1.062 2.332 -0.186 -2.089 0.421 0.2295
H -2.687 -0.149 -0.675 1.209 -0.207 -0.975 0.2678
```
Forces are in eV/Å.

***

> Which formula does entry 3 have?

C9H20P2